{
  "formula": "C35H38N5O6PSSe2Sr",
  "method": "ωB97M-V/def2-TZVPD",
  "species": ["Sr", "Se", "Se", "S", "P", "O", "O", "O", "O", "O", "O", "N", "N", "N", "N", "N", "C", "C", "C", "C", "C", "C", "C", "C", "C", "C", "C", "C", "C", "C", "C", "C", "C", "C", "C", "C", "C", "C", "C", "C", "C", "C", "C", "C", "C", "C", "C", "C", "C", "C", "C", "H", "H", "H", "H", "H", "H", "H", "H", "H", "H", "H", "H", "H", "H", "H", "H", "H", "H", "H", "H", "H", "H", "H", "H", "H", "H", "H", "H", "H", "H", "H", "H", "H", "H", "H", "H", "H", "H"],
  "xyz": [[0.53660, -0.87549, 0.54811], [-0.20323, -3.28642, -3.99054], [3.08705, -2.70890, 0.09976], [4.01108, -2.18486, 4.04203], [-1.22738, 2.06933, -0.56157], [3.74627, -3.72498, -4.63517], [0.90778, -5.96831, -2.52808], [-0.34573, 0.72670, 2.00571], [0.15286, -0.08118, -4.12279], [-3.26984, -2.36675, 2.06723], [-0.67979, 1.01067, 4.19560], [2.04785, -0.95189, 2.88787], [-0.72706, 0.75252, -3.49769], [1.69447, -3.25895, 3.09761], [-0.98831, -1.95702, 2.10911], [-1.32566, -2.21262, -0.78723], [-1.82552, 3.15930, -1.93639], [-4.76156, 0.08265, -0.77240], [0.11824, 5.25803, 2.50800], [-3.13580, 5.09693, -2.60262], [4.11938, -0.45475, 3.88104], [-3.22170, 1.16021, 1.27232], [3.51756, -3.34092, -1.72248], [-1.67980, 3.95788, 1.57752], [0.99999, 4.66536, 1.61658], [-5.14114, -0.10184, 0.54816], [2.94952, 0.02209, 3.27478], [2.98664, -4.61558, -3.81008], [-2.83042, 1.34959, -0.05288], [2.75700, 1.39169, 3.10417], [2.44440, -2.13049, 3.24783], [-0.46217, 1.97579, -3.72584], [4.94064, 1.77010, 4.08075], [-2.74070, 4.17764, -1.64977], [-2.12467, -2.42081, 1.58026], [2.37838, -3.95150, -2.56989], [-3.61288, 0.80069, -1.07223], [5.12920, 0.41115, 4.27659], [-1.72297, 4.00806, -4.19536], [-4.36999, 0.43943, 1.56428], [1.42868, -2.82215, -2.97720], [-1.34350, 3.05371, -3.24221], [-1.13804, -1.15216, 3.31155], [0.54029, 3.71234, 0.72062], [1.65792, -5.03833, -1.75355], [-0.80412, 3.34919, 0.68320], [-1.97887, -3.08739, 0.20499], [-2.60703, 5.02141, -3.88661], [3.76076, 2.25266, 3.50896], [-1.22136, 4.89890, 2.48701], [-0.67574, 0.31428, 3.17787], [0.47622, 5.98137, 3.23048], [3.12892, -3.05616, -4.95100], [-1.10343, -2.75116, -1.63482], [-6.00857, -0.70331, 0.78728], [-3.14487, 4.24908, -0.64954], [3.68076, -5.39986, -3.49710], [-2.18087, -1.12203, 3.63998], [-0.17556, -1.01400, -4.00922], [2.40227, -5.62374, -1.20599], [1.98388, -2.07172, -3.54716], [0.37313, 2.23162, -4.37888], [-1.36963, -3.98993, 0.30495], [1.81339, 1.74124, 2.69895], [3.95168, -2.51382, -2.28302], [1.24186, 3.22260, 0.05382], [1.02413, -4.55051, -1.00736], [-2.60276, 1.52577, 2.07938], [-2.72409, 3.67317, 1.59132], [6.03848, 0.03856, 4.73142], [5.71436, 2.46364, 4.38715], [-2.98203, -3.38836, -0.10480], [-3.30762, 0.91078, -2.10757], [-2.89314, 5.74295, -4.64254], [-5.34091, -0.35655, -1.57568], [-3.84514, 5.87373, -2.34386], [-4.62936, 0.25775, 2.59889], [2.18104, -4.00899, 2.62290], [0.78675, -3.05258, 2.66241], [-0.56026, -1.57017, 4.14397], [-1.32289, 3.92238, -5.19937], [4.30393, -4.09315, -1.61457], [2.05202, 4.92361, 1.63281], [-1.91275, 5.33855, 3.19557], [2.19351, -5.07570, -4.40143], [3.62211, 3.32089, 3.39233], [0.26079, -5.43763, -3.02785], [-1.99906, -1.51612, -1.10074], [1.12616, -2.31721, -2.05803]],
  "forces_ev_per_a": [[0.684, -0.143, -0.615], [-0.038, 0.057, -0.025], [-0.022, 0.118, -0.119], [0.030, -0.014, 0.004], [0.115, -0.188, 0.133], [-0.011, 0.032, 0.046], [0.007, -0.012, 0.074], [-0.026, 0.253, 0.122], [0.129, 0.170, -0.006], [0.020, -0.066, 0.008], [-0.021, 0.012, -0.043], [-0.078, -0.114, 0.138], [-0.049, 0.040, -0.032], [-0.060, 0.011, 0.058], [-0.245, -0.021, 0.046], [-0.062, -0.010, -0.083], [-0.055, 0.107, 0.082], [0.023, 0.002, -0.025], [-0.005, 0.011, 0.013], [0.005, -0.019, 0.010], [-0.013, -0.017, -0.008], [0.020, -0.041, -0.013], [-0.036, -0.132, -0.158], [-0.011, -0.016, -0.033], [0.001, -0.016, -0.011], [-0.014, -0.003, 0.008], [-0.009, 0.056, -0.025], [0.018, -0.002, -0.037], [-0.017, -0.011, -0.076], [-0.007, -0.022, 0.000], [-0.079, 0.058, -0.122], [0.030, -0.268, -0.030], [0.016, -0.006, 0.001], [0.030, -0.019, -0.030], [-0.122, -0.024, 0.151], [0.036, 0.034, 0.035], [-0.035, -0.009, -0.013], [0.006, 0.008, 0.003], [0.027, -0.023, 0.001], [-0.020, 0.004, 0.037], [0.082, 0.068, 0.090], [0.021, 0.063, -0.041], [0.018, 0.002, 0.111], [0.004, 0.017, 0.002], [0.007, -0.027, -0.041], [-0.053, 0.068, -0.016], [-0.009, -0.113, 0.036], [-0.005, 0.008, -0.002], [-0.009, 0.015, 0.007], [0.002, -0.002, -0.002], [-0.091, -0.007, 0.145], [0.002, 0.000, -0.002], [-0.030, -0.032, -0.029], [0.013, 0.135, 0.088], [-0.003, 0.007, 0.009], [-0.004, 0.013, 0.053], [0.012, 0.006, -0.004], [-0.006, -0.018, -0.007], [-0.137, -0.030, 0.028], [0.002, 0.000, -0.003], [0.002, -0.019, 0.012], [-0.009, 0.008, -0.022], [0.023, 0.030, 0.006], [0.007, 0.009, -0.004], [0.005, 0.018, 0.055], [0.000, -0.003, -0.010], [-0.001, 0.016, 0.028], [-0.022, -0.006, -0.019], [0.008, 0.036, -0.013], [-0.005, -0.008, 0.003], [-0.004, 0.004, -0.002], [0.015, -0.021, -0.016], [0.009, 0.002, 0.013], [-0.001, -0.008, 0.001], [-0.004, 0.002, 0.001], [0.006, 0.001, -0.004], [0.003, -0.014, -0.015], [0.019, 0.008, -0.019], [0.042, -0.017, 0.029], [-0.002, 0.005, -0.013], [-0.005, 0.008, -0.002], [-0.029, 0.000, 0.058], [0.002, 0.001, 0.007], [0.005, 0.000, 0.000], [0.002, -0.002, 0.027], [0.001, -0.003, -0.002], [0.005, 0.024, -0.036], [-0.020, 0.001, 0.025], [-0.031, -0.020, 0.017]],
  "mulliken_charge": [1.058, -0.720, -0.594, -0.391, 0.006, -0.601, -0.574, 0.715, -0.390, -0.787, -0.866, 0.629, 0.066, -0.494, -0.230, -0.065, 0.483, -0.587, -0.530, -0.841, 0.806, -0.077, -1.408, 0.153, -0.479, -0.613, -0.919, -1.447, 1.283, -0.079, -0.265, -1.163, -0.486, -0.329, 0.194, 2.285, -0.800, -0.442, -0.580, -0.792, -0.944, 0.693, -1.196, -1.188, -0.811, 1.138, -0.559, -0.533, -0.803, -0.983, 0.590, 0.359, 0.380, 0.116, 0.331, 0.318, 0.571, 0.490, 0.230, 0.514, 0.685, 0.437, 0.315, 0.385, 0.361, 0.308, 0.032, 0.126, 0.348, 0.363, 0.357, 0.379, 0.242, 0.370, 0.413, 0.416, 0.284, 0.337, 0.412, 0.275, 0.453, 0.484, 0.482, 0.367, 0.342, 0.379, 0.297, -0.163, -0.327],
  "e_above_lowest_ev": 0.065,
  "homo_ev": -2.118,
  "total_charge": -2,
  "lumo_energy_ev": 4.0,
  "gap_ev": 6.073,
  "total_energy_ha": -7655.08316
}